Here is a molecular structure, C37H43N6P2PrSSi in a non-equilibrium geometry from OMol25. Energies are from wB97M-V/def2-TZVPD.

XYZ file:
```
91
Properties=species:S:1:pos:R:3
Pr 0.912 -0.111 -0.755
N -2.448 0.222 0.577
P -1.538 1.724 0.327
C -0.636 1.856 1.877
C -1.343 2.012 3.062
C -0.676 2.148 4.287
C 0.697 2.041 4.310
C 1.439 1.882 3.113
C 0.775 1.814 1.916
C -2.832 2.973 0.520
C -2.551 4.225 1.096
C -3.563 5.125 1.271
C -4.844 4.897 0.801
C -5.155 3.669 0.302
C -4.161 2.699 0.184
P -2.128 -1.188 -0.321
C -3.444 -0.982 -1.525
C -3.262 -0.882 -2.908
C -4.309 -1.032 -3.826
C -5.594 -1.257 -3.332
C -5.790 -1.360 -1.961
C -4.748 -1.233 -1.055
C -2.530 -2.534 0.759
C -2.906 -3.771 0.302
C -2.995 -4.831 1.195
C -2.773 -4.692 2.560
C -2.459 -3.420 3.030
C -2.300 -2.397 2.145
H -2.718 0.048 1.546
H -2.437 2.174 2.967
H -1.232 2.448 5.188
H 1.220 2.169 5.239
H 2.509 1.982 3.138
H 1.346 1.799 0.977
H -1.496 4.405 1.381
H -3.278 6.105 1.675
H -5.627 5.628 0.984
H -6.149 3.410 -0.021
H -4.428 1.720 -0.285
H -2.278 -0.556 -3.381
H -4.180 -0.957 -4.886
H -6.485 -1.297 -3.942
H -6.749 -1.660 -1.522
H -4.919 -1.444 0.018
H -3.044 -3.997 -0.760
H -3.167 -5.871 0.835
H -2.932 -5.589 3.215
H -2.332 -3.306 4.153
H -1.987 -1.429 2.574
C 1.075 -2.624 -4.138
C 2.210 -2.617 -3.153
C 3.422 -3.215 -3.450
C 4.457 -3.166 -2.503
C 4.283 -2.582 -1.283
C 2.995 -1.946 -0.997
N 2.026 -1.931 -1.964
N 2.632 -1.391 0.159
Si 3.378 -1.718 1.769
C 1.818 -1.743 2.843
C 4.380 -0.215 2.054
C 4.405 -3.246 2.128
H 1.255 -3.217 -5.029
H 0.992 -1.596 -4.503
H 0.106 -2.864 -3.708
H 3.563 -3.681 -4.445
H 5.368 -3.716 -2.705
H 5.063 -2.534 -0.534
H 2.173 -1.716 3.858
H 1.382 -2.764 2.715
H 1.074 -0.988 2.706
H 3.770 0.550 2.481
H 4.673 0.293 1.091
H 5.274 -0.335 2.667
H 4.466 -3.932 1.242
H 3.953 -3.817 2.974
H 5.489 -3.067 2.356
C 3.568 4.834 -0.386
C 2.218 4.404 -0.934
C 2.299 3.274 -1.894
N 1.695 2.101 -1.777
N 2.161 1.078 -2.629
C 3.167 1.554 -3.377
N 3.887 0.775 -4.231
S 3.459 3.308 -3.176
H 3.368 5.655 0.334
H 4.175 5.191 -1.250
H 4.080 4.007 0.013
H 1.668 5.211 -1.451
H 1.554 4.016 -0.130
H 3.841 -0.220 -4.173
H 4.705 1.211 -4.612
```

Summary:
Net charge: +2
E_LUMO (spin up / spin down) (eV): -5.76 / -5.13
Kohn-Sham gap (spin up / spin down) (eV): 7.03 / 7.68
HOMO (spin up / spin down) (eV): -12.79 / -12.81
Spin multiplicity: 3
Electronic energy (eV): -99356.6418
Energy relative to the best compared isomer or geometry (same formula, charge and spin) (kJ/mol): 0.0

=====

Here is a molecular structure, C3H7IOS in a non-equilibrium geometry from OMol25. Energies are from wB97M-V/def2-TZVPD.

XYZ file:
```
13
Properties=species:S:1:pos:R:3
C 0.581 1.388 0.147
C 0.564 -0.144 -0.164
C -0.840 -0.403 -0.638
O 0.826 -0.812 0.967
S -2.049 -0.103 0.459
I -0.443 -3.153 -0.939
H 0.138 1.609 1.113
H 0.169 1.968 -0.656
H 1.513 1.831 0.241
H 1.235 -0.266 -1.048
H -1.088 -0.312 -1.700
H 0.525 -1.687 0.663
H -1.132 0.085 1.554
```

Summary:
Net charge: 0
E_LUMO (spin up / spin down) (eV): -1.24 / -1.24
Kohn-Sham gap (spin up / spin down) (eV): 7.56 / 7.57
HOMO (spin up / spin down) (eV): -8.80 / -8.80
Spin multiplicity: 1
Electronic energy (eV): -24206.3239
Energy relative to the best compared isomer or geometry (same formula, charge and spin) (kJ/mol): 61.7

=====

Here is a molecular structure, C11H23O3P2Zn in a non-equilibrium geometry from OMol25. Energies are from wB97M-V/def2-TZVPD.

XYZ file:
```
40
Properties=species:S:1:pos:R:3
C -0.034 -0.971 -4.174
C -0.871 -2.023 -4.627
C -0.298 -3.262 -4.212
C 0.920 -2.983 -3.512
C 1.090 -1.575 -3.465
Zn -0.632 1.648 -1.241
P -1.159 3.834 -1.429
H -0.180 0.097 -4.310
H -1.815 -1.901 -5.160
H -0.718 -4.242 -4.393
H 1.904 -1.042 -2.982
H 1.602 -3.717 -3.086
H -2.139 4.364 -0.528
H -1.632 4.236 -2.721
H 0.008 4.642 -1.214
C 0.653 -3.399 1.170
C -0.038 -2.299 0.416
O 0.802 -1.078 0.520
P 0.198 0.410 0.563
O -1.004 0.284 1.631
C -1.591 1.453 2.272
C -2.964 1.037 2.747
O 1.307 1.393 1.194
C 2.066 1.249 2.427
C 2.766 2.565 2.690
H 1.637 -3.618 0.751
H 0.046 -4.302 1.112
H 0.770 -3.134 2.222
H -0.147 -2.544 -0.647
H -1.031 -2.102 0.835
H -0.946 1.728 3.120
H -1.650 2.307 1.574
H -2.888 0.268 3.521
H -3.473 1.901 3.178
H -3.575 0.641 1.929
H 1.378 1.000 3.249
H 2.787 0.434 2.285
H 2.053 3.394 2.776
H 3.325 2.501 3.628
H 3.472 2.805 1.888
```

Summary:
Net charge: -1
E_LUMO (spin up / spin down) (eV): 2.32 / 2.31
Kohn-Sham gap (spin up / spin down) (eV): 3.92 / 3.90
HOMO (spin up / spin down) (eV): -1.60 / -1.59
Spin multiplicity: 1
Electronic energy (eV): -84914.4480
Energy relative to the best compared isomer or geometry (same formula, charge and spin) (kJ/mol): 20.9

=====

Here is a gas-phase ion, C6H14N3 (charge +1) in a non-equilibrium geometry from OMol25. Energies are from wB97M-V/def2-TZVPD.

XYZ file:
```
23
Properties=species:S:1:pos:R:3
C 0.514 0.869 2.475
C 0.173 1.189 1.269
C -0.264 0.237 -2.146
C -0.175 0.238 0.168
C 1.772 -1.444 0.573
C 0.211 -1.242 0.457
N 0.557 0.658 -1.151
N -1.595 0.566 -0.185
N -1.878 0.472 -1.557
H 0.821 1.599 3.221
H 0.404 -0.190 2.907
H 0.076 2.173 0.897
H -0.074 0.623 -3.184
H -0.356 -0.839 -2.186
H 2.355 -1.265 -0.255
H 1.869 -2.443 0.856
H 1.996 -0.825 1.398
H -0.240 -1.498 1.397
H -0.192 -1.869 -0.416
H 0.984 1.593 -1.137
H -2.290 0.199 0.514
H -2.155 1.428 -1.968
H -2.515 -0.228 -1.948
```

Summary:
Net charge: +1
E_LUMO (eV): -3.18
Kohn-Sham gap (eV): 10.60
HOMO (eV): -13.78
Spin multiplicity: 1
Electronic energy (eV): -10909.9474
SMILES: C=C[C@]1(CC)NC[NH2+]N1
Energy relative to the best compared isomer or geometry (same formula, charge and spin) (kJ/mol): 307.5